A 2-piece molecular cluster, C8H12Br2F3O4S overall at a distorted geometry, computed with ωB97M-V/def2-TZVPD.

Last column: Mulliken charge in e.
Geometry (Å):
C (-0.1554, -1.7495, -0.0594)  -0.975
Br (-0.7384, -4.5999, -0.4182)  -0.178
H (0.5417, 4.3911, 0.7856)  0.422
O (-4.6182, -2.3639, 1.8723)  -0.626
C (2.7500, 0.9727, -0.3637)  -0.124
O (1.7590, 0.1031, -0.3091)  -0.675
C (3.4393, 1.2250, 1.0299)  0.801
O (2.3370, 2.1945, -1.0426)  -0.374
S (-4.2389, -2.2940, -0.8895)  -0.002
C (-4.4110, -1.4786, 0.8098)  0.678
H (3.6202, 0.6898, -0.9825)  0.075
H (0.3026, -1.3475, -1.0223)  0.328
H (1.3390, 3.0314, 1.5441)  0.212
C (-1.4292, -2.7040, -0.2059)  0.109
F (4.3015, 0.2221, 1.3420)  -0.294
Br (-2.0681, -0.8449, -2.5472)  -0.048
H (0.9176, 3.5671, -1.4085)  0.309
H (0.6774, -2.4002, 0.4249)  0.285
F (2.6006, 1.3494, 2.0799)  -0.262
H (-4.7430, -3.6095, -0.7726)  0.241
C (1.3559, 3.6707, 0.6640)  -1.047
H (-1.9574, -2.7261, 0.8265)  0.353
F (4.1973, 2.3569, 1.0044)  -0.285
H (-0.3855, -0.9388, 0.7288)  0.256
O (-4.3336, -0.2231, 0.9037)  -0.529
C (1.1639, 2.8632, -0.6074)  -0.115
H (-2.3976, -3.3384, -2.1044)  0.463
H (0.3057, 2.1872, -0.5290)  0.158
H (2.3072, 4.2073, 0.6522)  0.221
C (-2.4396, -2.4129, -1.4058)  -0.378

Values from the calculation:
Energy (a.u.): -6458.734980
HOMO level (eV): -4.16
Molar mass (g/mol): 421.0
Charge: -1
F_max (eV Å⁻¹): 9.01
Orbital gap (eV): 5.69

An isolated ion of composition C8H11N4O2 and charge +1 at a distorted geometry, computed with ωB97M-V/def2-TZVPD.

Last column: Mulliken charge in e.
Geometry (Å):
C (-3.5510, 1.1887, 0.5668)  -0.553
C (-2.3604, -1.0864, -0.5394)  -0.101
C (-1.7441, -0.4208, 0.5775)  0.452
H (3.9136, 1.9831, -1.0115)  0.347
O (3.4252, 2.1987, -0.2033)  -0.471
C (-3.5619, -0.5921, -1.0883)  -0.629
H (-1.8910, -1.9528, -1.0118)  0.378
C (-4.2069, 0.4637, -0.3979)  -0.334
H (-1.7618, 1.3083, 1.8426)  0.442
H (2.2375, 0.3454, -1.5789)  0.286
H (4.9356, 0.5112, 0.4056)  0.287
H (-4.0376, 2.0338, 0.9587)  0.401
H (3.3294, -1.2875, -0.4353)  0.388
O (4.0788, 0.1435, 0.5372)  -0.554
N (2.0555, 0.3386, -0.5890)  -0.376
C (2.9988, 1.0414, 0.2871)  0.289
N (2.2373, -1.1713, -0.5575)  -0.265
H (-5.1320, 0.8519, -0.6827)  0.422
C (-2.2887, 0.7599, 1.0739)  -0.150
C (1.4443, -1.8236, 0.2411)  -0.127
N (-0.5129, -0.6342, 0.9959)  -0.143
N (0.3332, -1.4475, 0.6602)  -0.049
H (2.3576, 1.2094, 1.2855)  0.274
H (-4.0425, -1.1949, -1.8461)  0.366
H (1.7441, -2.7665, 0.5094)  0.418

Values from the calculation:
Energy (a.u.): -680.547132
HOMO level (eV): -13.05
SMILES string: OC(O)N/[NH+]=C\N=N\c1ccccc1
Molar mass (g/mol): 195.2
Charge: +1
F_max (eV Å⁻¹): 5.54
ΔE to the lowest compared entry with this formula, charge and spin (kJ/mol): 491.0
Orbital gap (eV): 7.84

One molecule with the formula C15H12F3N3O3, computed with ωB97M-V/def2-TZVPD.

Last column: Mulliken charge in e.
Geometry (Å):
H (0.0746, 0.6312, -1.1775)  0.268
C (-1.9615, 1.0321, -0.5503)  0.708
C (1.5177, -1.7987, -1.0093)  -0.439
H (1.3706, -7.5562, 0.4362)  0.385
C (0.1590, 5.0151, 2.3130)  0.916
C (3.1456, -4.9628, -0.8073)  -0.483
C (2.8455, -6.2325, -0.3957)  -0.443
H (1.7754, -0.8005, -1.3346)  0.376
O (-3.0240, 5.4031, 0.1511)  -0.645
C (0.6048, -5.5862, 0.2228)  -0.596
H (-1.1553, 6.2935, 1.1884)  0.403
C (-2.2706, 4.4978, -0.1119)  0.563
F (0.7471, 5.9693, 3.0427)  -0.266
H (-0.3887, 3.7044, -0.0390)  0.250
O (-1.6895, 2.2877, -0.9896)  -0.339
N (2.4555, -2.6944, -1.1156)  -0.592
C (0.2252, -2.0986, -0.4956)  0.822
F (1.0824, 4.0567, 2.1111)  -0.276
H (-1.7557, -1.5064, 0.0606)  0.466
C (-0.3688, 5.5581, 0.9866)  -0.959
H (-3.5802, 2.8154, -0.3502)  0.341
C (-2.7204, 3.2554, -0.8706)  -0.389
C (1.5742, -6.5439, 0.1199)  -0.468
C (0.8809, -4.2664, -0.1932)  0.420
H (-3.0395, 3.5583, -1.8735)  0.312
C (-0.7914, 0.1647, -0.7344)  -0.801
N (-0.0675, -3.3215, -0.0972)  -0.482
N (-0.9524, 4.5062, 0.2040)  -0.136
C (-0.8397, -1.1227, -0.3713)  -0.104
H (0.4678, 6.0367, 0.4654)  0.343
H (3.5892, -7.0126, -0.4638)  0.384
C (2.1703, -3.9530, -0.7144)  0.412
O (-3.0212, 0.7085, -0.0831)  -0.596
H (-0.3765, -5.8021, 0.6149)  0.460
H (4.1143, -4.7035, -1.2048)  0.446
F (-0.7969, 4.4679, 3.0663)  -0.262

Values from the calculation:
Energy (a.u.): -1268.440785
HOMO level (eV): -9.29
SMILES string: O=C(COC(=O)/C=C/c1cnc2ccccc2n1)NCC(F)(F)F
Molar mass (g/mol): 339.3
F_max (eV Å⁻¹): 0.89
ΔE to the lowest compared entry with this formula, charge and spin (kJ/mol): 0.0
Orbital gap (eV): 8.27

A 2-piece molecular cluster, CN4O4 overall at a distorted geometry, computed with ωB97M-V/def2-TZVPD.

Last column: Mulliken charge in e.
Geometry (Å):
C (-1.3270, -1.8191, 0.3390)  0.517
N (2.4078, 0.8653, -0.2714)  0.728
N (-1.0839, 0.7009, -0.0322)  1.117
O (3.4457, 1.2717, -0.0193)  -0.533
N (1.3526, 0.5793, -0.4283)  -0.182
O (-1.1074, 0.3884, -1.1696)  -0.380
O (-1.1674, 1.6603, 0.6128)  -0.425
N (-1.2266, -2.9374, 0.0880)  -0.414
O (-1.2938, -0.7095, 0.8809)  -0.428

Values from the calculation:
Energy (a.u.): -557.834853
HOMO level (alpha / beta) (eV): -11.04 / -11.04
SMILES string: N#CO[N+](=O)[O-].N#[N+][O-]
Molar mass (g/mol): 132.0
F_max (eV Å⁻¹): 4.01
ΔE to the lowest compared entry with this formula, charge and spin (kJ/mol): 63.7
Orbital gap (alpha / beta) (eV): 9.33 / 9.33